{"formula": "C81H162N2O23Rb2", "method": "wB97M-V/def2-TZVPD", "symbols": ["Rb", "Rb", "O", "O", "O", "O", "O", "O", "O", "O", "O", "O", "O", "O", "O", "O", "O", "O", "O", "O", "O", "O", "O", "O", "O", "N", "N", "C", "C", "C", "C", "C", "C", "C", "C", "C", "C", "C", "C", "C", "C", "C", "C", "C", "C", "C", "C", "C", "C", "C", "C", "C", "C", "C", "C", "C", "C", "C", "C", "C", "C", "C", "C", "C", "C", "C", "C", "C", "C", "C", "C", "C", "C", "C", "C", "C", "C", "C", "C", "C", "C", "C", "C", "C", "C", "C", "C", "C", "C", "C", "C", "C", "C", "C", "C", "C", "C", "C", "C", "C", "C", "C", "C", "C", "C", "C", "C", "C", "H", "H", "H", "H", "H", "H", "H", "H", "H", "H", "H", "H", "H", "H", "H", "H", "H", "H", "H", "H", "H", "H", "H", "H", "H", "H", "H", "H", "H", "H", "H", "H", "H", "H", "H", "H", "H", "H", "H", "H", "H", "H", "H", "H", "H", "H", "H", "H", "H", "H", "H", "H", "H", "H", "H", "H", "H", "H", "H", "H", "H", "H", "H", "H", "H", "H", "H", "H", "H", "H", "H", "H", "H", "H", "H", "H", "H", "H", "H", "H", "H", "H", "H", "H", "H", "H", "H", "H", "H", "H", "H", "H", "H", "H", "H", "H", "H", "H", "H", "H", "H", "H", "H", "H", "H", "H", "H", "H", "H", "H", "H", "H", "H", "H", "H", "H", "H", "H", "H", "H", "H", "H", "H", "H", "H", "H", "H", "H", "H", "H", "H", "H", "H", "H", "H", "H", "H", "H", "H", "H", "H", "H", "H", "H", "H", "H", "H", "H", "H", "H", "H", "H", "H", "H", "H", "H", "H", "H", "H", "H", "H", "H"], "coordinates": [[-0.8278, 2.5197, -2.9204], [-1.8822, 3.3041, 1.7860], [-0.3702, -8.2034, -6.4943], [-2.3254, 0.5321, -4.8572], [-0.2615, -4.3825, 7.0247], [-3.8673, 1.8638, 3.5335], [1.9341, 7.1162, 2.5825], [3.0403, -0.5800, 7.0073], [-7.0686, -1.1889, -3.6810], [-7.8812, 0.4453, 1.1414], [-4.3340, -5.0272, -1.6528], [4.6122, -6.0352, 2.2966], [-3.2594, 4.4362, -0.9353], [0.7775, 3.6184, 6.7141], [0.2096, -7.1172, 0.0992], [4.3852, 2.6582, -2.9146], [7.2342, -3.8799, 2.5414], [-0.5080, 1.2668, -0.0110], [1.8942, 4.5950, -2.6937], [6.4346, 0.7826, 4.0296], [0.7614, 3.1254, 2.9772], [3.7679, -5.0183, -4.9385], [0.6644, 2.4744, -5.5965], [-3.3301, -5.7867, 3.1807], [2.0996, -1.2750, -5.6773], [-3.7850, 5.5103, -1.6582], [-0.2012, -0.1682, -0.2039], [1.4959, 1.3343, 4.5494], [0.9288, -2.8325, 8.4448], [-5.7589, 4.2000, -2.5499], [-5.0711, -4.6290, -0.7771], [-5.7556, 1.2387, 0.5387], [-4.6199, 2.0563, 5.7826], [-6.1659, -0.8940, 1.9930], [4.6242, -1.9478, 6.0648], [-3.0888, -3.5930, 4.2244], [5.1244, 1.1099, 2.0547], [-5.2596, 6.3570, -3.3962], [-2.3767, -0.5809, -1.4908], [4.3056, -6.4723, 1.1902], [-3.6168, 7.8765, -2.2777], [1.3449, -2.0592, 0.0189], [6.8054, -3.2515, 0.3041], [-3.6019, -0.1784, 4.9148], [6.4036, -3.4734, 1.7480], [5.1327, -2.8667, 2.2151], [0.4990, 1.7613, 8.0854], [-6.7087, 0.2934, 1.2250], [-2.2621, -0.2473, -5.8450], [4.9192, -7.7187, 0.5931], [-0.1679, -7.4887, -1.0031], [-2.8258, 6.6431, -1.7224], [0.1617, -3.2141, 7.2570], [-3.6589, 4.3913, -4.0577], [4.6642, -3.5826, -3.3490], [-2.1932, -6.8414, -5.6730], [3.9957, 0.1505, -5.5264], [-0.9683, -2.4653, -0.8962], [0.0845, -2.9841, -0.0269], [-4.0578, 1.2569, 4.6026], [-2.5810, -4.9262, 3.5745], [2.1064, 5.1522, -1.6368], [-1.4330, 2.9424, 6.8459], [0.6174, 2.3153, -8.0369], [5.2489, 0.3443, 7.0947], [-4.3175, 7.4677, -3.6459], [0.8295, 7.1715, 3.1135], [2.6901, -0.4484, -5.0060], [-0.3895, 6.5220, 2.5117], [2.7693, 3.7131, 4.2614], [1.9823, 6.7029, -1.4935], [-1.5815, 6.4220, -2.5966], [3.5172, -4.2368, -3.9994], [-1.3735, -1.0843, -0.4095], [6.3278, 1.3834, 2.9247], [1.0930, -0.5838, 0.4490], [2.1075, -3.9349, -3.4334], [-6.3658, -3.8610, -1.1084], [-5.1476, 0.2583, -3.7485], [-2.5890, -1.7302, -5.6583], [-7.4968, 1.1715, -3.5700], [4.2437, -0.6841, 6.6820], [0.9799, -0.5940, 1.9631], [-1.0967, -5.0331, 3.4917], [-2.1764, 0.2281, -7.2530], [-6.6145, -0.0690, -3.6366], [1.0045, 2.8615, -6.6904], [2.0536, -0.0826, -3.6529], [0.4200, -8.7291, -1.7027], [-0.7116, -7.2473, -5.8080], [3.2930, -5.7346, 0.3233], [2.3022, 0.2976, -0.0759], [5.4973, 2.2531, -2.5982], [5.7732, 0.7211, -2.4036], [-2.1874, -1.2280, 0.8325], [-4.4950, 5.1043, -2.8926], [-1.3374, -6.8446, -1.7117], [-2.5787, 7.0989, -0.2919], [7.5068, 2.2440, 2.4772], [0.0663, -2.1027, 6.1523], [6.6106, 3.2133, -2.2039], [1.5632, 2.7487, 3.8578], [-4.8742, -4.8404, 0.6981], [2.4365, 4.4576, -0.3231], [-0.0107, 2.7997, 7.1073], [1.9740, 3.9815, -6.6158], [0.3477, -6.3053, -5.2128], [0.6267, 7.9652, 4.3652], [1.8457, -2.3267, 8.1425], [5.7279, -7.5084, -0.1068], [3.9009, -2.7493, 6.2148], [4.9025, -2.6599, -3.8783], [-5.6998, 1.9136, 5.7433], [-0.0189, 8.8398, 4.2858], [-4.1162, 1.7003, 6.6812], [0.4271, 1.2421, -8.0266], [2.1443, 5.1390, 0.4759], [3.2739, -0.1758, -0.2162], [4.5926, -3.6283, 2.7775], [3.5082, 4.2617, -0.3545], [0.2178, 7.2960, 5.1222], [-4.0884, -5.5776, 0.8629], [5.9343, 0.3694, -1.3846], [1.3923, -3.8966, -4.2550], [-6.5921, 4.2072, -3.2526], [-6.2556, 4.3924, -1.5989], [-0.9611, -1.7722, 5.9995], [-0.5574, -4.1017, 3.3190], [4.4669, -3.3830, -2.2958], [-3.0263, -1.9029, 0.6628], [-2.8232, -0.4314, 4.1952], [-0.2204, -3.4516, 0.9094], [2.2138, 0.6698, 4.0685], [-1.7904, -3.1724, -0.7850], [2.2812, 4.5798, 4.7073], [8.3758, 1.5924, 2.5685], [5.4990, 0.6965, 1.1183], [6.0995, 4.1179, -1.8744], [-2.7627, 0.4060, -1.2359], [-3.0799, -0.0790, 5.8665], [7.1890, 2.7733, -1.3915], [2.6092, -0.6390, -2.8980], [0.4933, -3.9006, -0.4521], [4.9488, 0.2759, -2.9606], [6.0259, -3.6401, -0.3512], [1.1694, -3.7245, 9.0232], [1.7421, -4.8241, -2.9197], [3.6296, 3.3064, 4.7930], [4.7690, -1.8554, 4.9884], [7.3706, 2.5194, 1.4314], [-4.5215, -3.9320, 1.1864], [2.5710, 4.0442, -5.7059], [3.0962, 4.0091, 3.2646], [1.4912, -8.8750, -1.5636], [1.0027, -0.3716, -3.6372], [1.2958, -6.1621, -5.7312], [-6.1440, -1.7691, 1.3435], [-3.0653, -3.7159, 5.3072], [-4.0927, -3.4147, 3.8391], [-6.9684, -4.6876, -1.4846], [2.9678, 7.1098, -1.7201], [2.4533, 1.2506, 0.4310], [4.4302, 0.3502, 2.4139], [-3.5348, 7.1898, -4.3518], [-4.3842, 3.1179, 5.7081], [-0.3285, 2.7923, -8.2934], [5.2946, -8.3624, 1.3887], [1.5773, 8.3681, 4.7146], [2.0108, -2.2421, -0.8244], [-1.9091, -6.1030, -1.1537], [-4.4023, -0.9181, 4.9040], [-0.1601, 1.6943, 8.9510], [-0.0474, -5.3271, -4.9386], [1.5216, 4.9421, -6.8624], [-6.3666, -3.0675, -1.8557], [-1.2044, 5.3994, -2.5799], [3.6319, -4.7198, 0.1147], [-2.0667, -2.0610, -4.7606], [7.8010, -3.6851, 0.2097], [-1.5675, 6.7077, -3.6484], [-4.8718, 0.4201, -4.7906], [6.9674, -2.1763, 0.2282], [5.5213, -2.2579, 6.6006], [-5.1918, -0.6700, 2.4277], [6.6946, 0.5037, -2.9438], [-2.2476, -5.7904, -5.9568], [4.8271, 0.2207, -4.8249], [0.4158, 0.2746, 2.3027], [-1.0264, 7.2842, 2.0630], [-4.4899, 8.0402, -1.6460], [-3.2740, -1.1966, -1.5536], [7.2392, 3.3699, -3.0805], [-2.3913, -2.7849, 4.0038], [1.3969, 2.5157, -8.7719], [-2.1935, -2.1862, -6.5660], [0.2180, -8.7162, -2.7738], [-0.1312, 5.9320, 1.6323], [3.1631, -6.3068, -0.5953], [0.4173, 0.7577, 7.6681], [0.6775, -1.2727, 6.5067], [-2.6229, -0.3199, 1.2495], [-1.9474, 1.2929, -7.2954], [6.2279, -0.0620, 6.8405], [-6.8367, -1.0188, 2.8430], [-0.7553, 6.9739, -2.1482], [-3.1676, 0.0970, -7.6870], [-2.0773, 2.7186, 7.6962], [-2.2660, 6.3116, 0.3940], [1.9151, -2.4972, 0.8382], [-1.7016, 3.8408, 6.2901], [1.5312, 1.8779, 8.4155], [-5.5416, 1.1457, -0.5261], [-2.8993, -7.4759, -6.2087], [-0.8428, -5.4498, 4.4663], [-3.0526, 8.8091, -2.2775], [-5.4087, 3.1874, -2.3500], [-7.8563, 1.5117, -4.5411], [-2.5126, -6.9364, -4.6352], [-4.7306, 1.2364, 0.9093], [-5.0074, 1.1451, -3.1305], [-6.1641, 2.2466, 0.6123], [-3.6617, -1.8510, -5.5076], [-6.8607, 1.9009, -3.0686], [2.2423, 0.9896, -3.5998], [4.6384, 2.0821, 1.9715], [-2.9129, 5.0496, -4.5030], [-1.6444, 2.2178, 6.0595], [-0.0662, -9.6480, -1.3749], [5.5122, -4.2673, -3.3407], [1.6503, 7.0463, -0.5137], [7.5787, 3.1091, 3.1364], [-4.5388, -0.5403, -3.3246], [-6.0279, 6.6859, -2.6965], [-8.4051, 1.0822, -2.9740], [4.3506, -0.4935, -6.3309], [-0.9268, 5.8294, 3.1596], [0.3389, -2.0705, 8.9542], [4.5747, -2.6154, 1.3131], [-5.6590, 6.1344, -4.3856], [-0.5319, -2.3906, -1.8922], [-1.8980, -0.4357, -2.4593], [5.1730, -1.9570, 2.8143], [2.0150, -3.0375, -2.8218], [0.4732, -2.6193, 5.2830], [2.3956, -5.5236, 0.9049], [2.1435, 0.5740, -1.1182], [-0.9934, -5.8549, 2.7831], [5.0735, 1.1493, 6.3811], [1.6240, 1.3561, 5.6316], [0.5299, -1.4750, 2.4206], [2.0091, -0.5260, 2.3156], [1.3079, 7.1481, -2.2249], [3.8058, 1.1260, -5.9740], [-3.4133, 7.5888, 0.2098], [-3.3104, 3.4244, -3.6948], [-1.9709, -7.6067, -2.1656], [-4.3428, 4.0308, -4.8261], [-1.6014, -0.4038, -7.9298], [-6.8124, -3.5128, -0.1770], [0.5190, -6.8618, -4.2913], [1.8931, 3.5129, -0.3013], [-5.8453, -5.1747, 1.0635], [0.5089, 0.9245, 4.3349], [-1.7687, 7.8269, -0.3375], [5.1281, 0.7929, 8.0807], [-0.7277, -6.3291, -2.4537], [-4.7833, 8.3458, -4.0932], [2.6398, 3.8481, -7.4684], [4.1005, -8.2519, 0.1098], [-1.5438, -1.5598, 1.6472]], "forces_ev_per_a": [[0.0184, -0.1770, 0.5444], [-0.0653, -0.3849, -0.9856], [-0.4411, 0.8532, 1.1903], [0.8137, -1.6839, -2.7451], [1.0678, 3.5962, 0.8941], [-0.1694, -1.8306, 1.7303], [-1.2399, -0.1946, 0.4273], [1.6929, 0.6854, -0.4777], [0.2507, -0.1433, 0.2484], [-2.0931, 0.4380, -0.0463], [0.0317, -0.1061, 0.4335], [-0.3541, -0.7783, -1.3061], [0.6706, -0.6399, -0.2392], [0.6141, 0.7097, -1.0488], [0.1514, -0.2446, -1.1929], [1.6249, -0.6864, 0.0109], [-0.6387, -0.2981, -0.4620], [-0.0449, -1.7603, 0.1725], [0.1226, 0.0828, 0.5992], [-0.4191, 1.7394, -2.6513], [1.7853, -1.0160, 2.4997], [-1.4455, 1.6233, 2.0155], [-1.3963, -1.4905, 0.0201], [0.0673, 0.1770, 0.2383], [0.4805, 0.2658, -0.3068], [-0.5601, -0.0342, -0.1022], [0.6787, 1.1469, -1.5945], [-0.8505, 1.3427, -0.8526], [0.3272, -0.2647, 0.4259], [1.3175, -0.8638, 1.0725], [-0.2104, 1.5099, -0.7162], [0.8253, 0.9101, -0.0827], [0.5792, -0.4733, -0.5569], [0.1053, 0.7070, 0.7023], [0.9453, -1.1226, -0.3619], [0.2604, -1.2264, -0.5930], [0.6780, 0.2898, 0.1323], [1.1405, -0.2480, -1.0047], [0.6728, 1.3410, 0.3899], [0.4994, 1.2516, 1.0428], [-1.3777, -1.3101, -1.5573], [-0.4260, -0.6473, 1.6511], [0.1841, -0.4704, 0.8806], [0.5405, 1.3206, -0.7982], [2.2136, 1.1647, 1.2891], [-1.3877, -0.3861, -0.6328], [-0.7161, -1.0149, 0.0161], [1.9464, -0.5903, -0.7417], [-1.5508, 1.1912, 2.9851], [-0.5372, -0.3178, 0.7501], [-0.6050, -0.8546, 1.8230], [-2.2936, 0.7101, -0.8001], [-1.2800, -2.7592, -2.7108], [-1.3908, 0.1278, 1.0434], [0.6964, 0.0462, 1.0998], [0.7085, -0.3655, 0.6648], [-0.0248, -0.4238, -0.2854], [0.1160, 0.4147, 0.6150], [2.9284, -1.1549, -0.0693], [0.5901, 1.8942, -1.0833], [-0.4579, 1.9374, 0.4742], [-0.9569, 1.2177, 0.2003], [-1.5550, -0.6892, -1.3373], [-0.1965, -0.3195, 0.2519], [0.1038, -0.0191, -1.4403], [2.0764, 2.0889, 1.0103], [1.0075, 0.3136, -0.8015], [-1.1303, -1.0429, 0.3065], [0.2505, -0.4995, -1.0666], [-1.7013, -0.8743, -1.6901], [0.0765, -0.5265, -0.6583], [1.2863, -0.1494, 0.9131], [-0.2702, -1.7326, -1.8152], [-0.5237, 1.4520, -0.6541], [0.5721, -2.7177, 3.4521], [-1.3552, -0.8283, -1.7200], [0.1772, -0.7151, -1.2624], [0.2687, -0.8036, 0.4717], [-0.2165, -0.4205, 0.8930], [1.1989, 1.1513, -0.1744], [0.1291, 0.0564, 0.8584], [-3.7716, 0.1652, 2.3326], [0.5536, 0.8170, 0.2553], [-0.6232, -1.3093, 0.0754], [-0.2052, 0.4170, -0.3044], [-0.9552, 0.1020, -0.8810], [1.0250, 0.5680, 1.4547], [1.3030, 0.3463, -1.4864], [0.0087, 0.3167, -0.3812], [0.2035, -0.0740, -2.4500], [0.4874, -0.0391, 0.3462], [-0.9451, 0.2536, -0.6147], [-1.0855, -0.3986, 1.3331], [-0.1157, 1.4094, -1.4949], [-0.4127, -0.1056, 1.6369], [-1.7424, 0.2196, 0.2091], [1.0362, -0.0600, 0.0737], [1.3696, -0.3169, 0.6167], [-1.1269, -0.6421, -0.3543], [0.0267, -1.1211, 1.5159], [-0.8583, -0.5111, -0.1688], [0.0780, 0.2366, -0.2926], [0.6141, -0.7633, -0.6326], [-0.3584, 0.1203, -1.0759], [1.7060, 0.6445, 2.1937], [1.1086, 0.7689, -1.8902], [-0.9622, -0.5403, 0.5894], [0.4479, 0.2034, 0.6698], [0.0495, 0.0219, -0.1116], [-0.1671, 0.1492, -0.1091], [-0.3254, 0.4099, 0.0665], [0.1151, 0.0761, 0.0735], [-0.0455, -0.0083, 0.5737], [-0.3856, -0.2726, -0.3818], [-0.7004, -0.1702, 0.2540], [0.0565, 0.0450, 0.2971], [0.3028, -0.3629, 0.2568], [0.1331, -0.7274, 0.9136], [-0.1355, 0.0516, 0.0111], [0.0997, -0.0292, 0.3389], [-0.1236, 0.0891, 0.1699], [-0.2643, -0.1474, 0.0819], [-0.4372, 0.2869, 0.0421], [0.2204, 0.4451, -0.1992], [0.5139, 0.0401, -0.6158], [0.4187, 0.8639, 0.2359], [-0.0250, -0.1923, -0.1467], [-0.0858, -0.2432, -0.1860], [-0.2022, 0.4272, 0.0211], [-0.0220, -0.3247, 0.2215], [-0.2684, -0.2241, -0.2895], [-0.2983, 0.9970, 0.5789], [0.1775, 0.1377, 0.1951], [-0.4220, 0.2306, -0.7868], [0.3903, -0.0559, 0.3047], [0.1075, 0.2660, 0.1140], [-0.1322, 0.5687, -0.4497], [0.4008, 0.1801, -0.1696], [0.1103, 0.2427, 0.2873], [-0.3635, -0.4886, 0.2985], [0.1640, 0.0949, -0.0918], [-0.0178, 0.2573, 0.2859], [0.0496, -0.3331, -0.5256], [0.0579, -0.5313, 0.7542], [0.3241, 0.2202, -0.3990], [-0.2416, 0.2954, 0.3385], [0.3125, -0.0169, 0.5725], [-0.5280, -0.1528, 0.3390], [0.5246, 0.0411, 0.0785], [0.1729, 0.3416, 0.0711], [-0.4148, 0.2315, -0.0070], [-0.5272, -0.1503, 0.1105], [0.2643, 0.3834, 0.0064], [-0.0483, 0.2808, 0.2314], [0.1499, 0.1232, -0.0301], [-0.2428, -0.4852, -0.2734], [0.0761, -0.0351, 0.1513], [-0.2518, -0.0970, 0.0878], [0.0027, 0.2360, 0.2698], [-0.5245, 0.1524, -0.1375], [0.1784, 0.1284, 0.2414], [-0.1993, -0.1276, 0.3572], [0.1731, 0.2681, 0.5661], [-0.0079, -0.2030, -0.1938], [-0.1681, -0.0695, -0.4113], [0.0547, 0.1538, -0.3602], [0.1627, 0.1692, -0.0003], [0.0992, -0.2839, -0.0320], [-0.4045, 0.5344, -0.5463], [0.1670, -0.2733, 0.1631], [0.0623, 0.1153, 0.2457], [-0.0433, 0.2851, 0.1714], [-0.2219, -0.1275, -0.0245], [-0.3053, 0.1055, 0.3155], [0.4733, -0.1831, -0.0531], [-0.3598, -0.2639, 0.2519], [0.4740, -0.0033, -0.2415], [-0.0728, -0.2359, -0.0750], [-0.2854, -0.3557, -0.4687], [-0.7072, 0.2151, 0.0634], [-0.0255, 0.2498, 0.1135], [-0.4574, 0.1831, -0.3658], [0.4455, -0.2323, -0.6223], [0.2822, -0.2099, -0.3862], [0.1704, -0.1424, -0.0617], [-0.3014, -0.0340, -0.0188], [-0.4086, 0.2152, 0.1586], [0.1267, 0.1328, -0.1666], [-0.3520, 0.1650, 0.5751], [0.1840, 0.0407, 0.4869], [0.2934, -0.4938, -0.1222], [0.1470, 0.2443, 0.1380], [-0.1629, 0.0268, -0.2347], [-0.2689, 0.1981, -0.0291], [-0.3927, -0.7319, 0.2559], [0.0617, 0.2167, -0.1097], [0.5137, -0.0785, 0.0303], [-0.5748, 0.3516, 0.0216], [0.0709, -0.1485, -0.2941], [0.0847, 0.0505, -0.5406], [0.0737, 0.4899, -0.5265], [0.2283, -0.2263, -0.0896], [0.2099, 0.4011, 0.5185], [-0.2018, -0.4793, -0.1848], [0.0760, 0.2496, -0.0296], [-0.4453, 0.0891, 0.2000], [0.0616, 0.1536, -0.0720], [0.0784, -0.2939, -0.3188], [0.4747, 0.0072, 0.2144], [0.2710, 0.4551, 0.6870], [-0.1570, 0.3891, -0.3311], [-0.7190, -0.7130, -0.2737], [0.4726, 0.0695, -0.4351], [0.4627, 0.1701, 0.2310], [0.3116, -0.1351, -0.3342], [0.0243, -0.3314, -0.4202], [0.5086, 0.0296, -0.1983], [0.1544, 0.3524, 0.2667], [-0.1358, -0.0562, 0.6123], [0.5549, 0.1596, -0.4159], [0.0449, 0.0576, 0.1672], [0.0151, -0.0647, -0.2242], [-0.5043, 0.5039, -0.4302], [-0.2827, 0.1394, 0.8483], [-0.3321, -0.1033, -0.7138], [0.1365, -0.3230, 0.1292], [-0.2629, -0.7156, 0.0550], [-0.1973, 0.1528, 0.4334], [0.1144, 0.1741, -0.4467], [0.2718, -0.2636, 0.1142], [0.1606, -0.0260, -0.1531], [-0.0182, -0.0825, -0.2533], [-0.0965, -0.3529, 0.0045], [0.0928, -0.5684, 0.1051], [-0.1996, -0.0695, -0.0630], [-0.1109, 0.5223, 0.4169], [0.0256, -0.0960, 0.4965], [-0.5241, 0.0695, 0.1111], [-0.6627, -0.3451, 0.1227], [-0.4722, -0.0578, -0.3587], [-0.0306, -0.4362, -0.1832], [0.7120, -0.0950, 0.0296], [0.2430, -0.2021, -0.0091], [-0.0674, 0.5006, -0.2709], [-0.3000, -0.6272, -0.2102], [-0.7385, 0.1362, 0.0613], [0.9169, 0.3115, -0.3108], [0.1949, 0.2864, -0.1066], [0.4702, 0.2235, -0.2205], [-0.0717, -0.2391, -0.3572], [0.0760, -0.0137, 0.5217], [0.0575, -0.3832, -0.1872], [-0.0347, 0.1900, 0.2532], [-0.3190, -0.1161, -0.4876], [0.6247, 0.2935, 0.3391], [0.0256, 0.2059, -0.1853], [-0.2729, 0.4924, -0.3061], [0.5688, 0.1596, 0.3191], [-0.1544, 0.1083, -0.1502], [0.5953, 0.3042, 0.4319], [0.0574, -0.1025, 0.2212], [0.2134, 0.0746, 0.5602], [-0.0195, -0.0812, -0.0173], [0.1823, 0.2441, 0.1801], [-0.0422, -0.5575, 0.0235], [-0.6277, 0.3433, -0.8105], [-0.2648, 0.0990, 0.0534], [0.5064, 0.0948, -0.0130], [0.2139, -0.1240, -0.3593], [-0.1324, -0.5749, 0.1202]], "lowdin_charge": [0.663, 0.715, 0.047, -0.045, 0.013, -0.047, 0.056, -0.008, 0.061, 0.092, 0.051, 0.047, -0.354, 0.076, 0.039, 0.057, 0.067, -0.436, 0.031, 0.006, -0.077, 0.041, -0.003, 0.058, 0.044, -0.212, -0.151, -0.005, -0.027, -0.050, -0.485, 0.007, -0.017, 0.000, -0.006, -0.013, -0.017, -0.185, -0.041, -0.453, -0.116, -0.113, -0.009, -0.010, -0.504, -0.026, -0.006, -0.498, -0.432, -0.013, -0.469, -0.484, -0.435, -0.025, -0.028, -0.009, 0.002, -0.157, -0.193, -0.432, -0.479, -0.447, -0.010, -0.001, -0.006, -0.194, -0.473, -0.455, -0.033, 0.007, -0.005, -0.023, -0.441, -0.499, -0.427, -0.444, -0.003, -0.008, -0.013, 0.005, -0.008, -0.466, -0.045, -0.011, -0.019, -0.473, -0.488, -0.008, -0.013, -0.452, -0.014, -0.017, -0.441, -0.009, -0.043, -0.429, -0.010, -0.056, -0.006, -0.001, -0.011, -0.367, -0.025, 0.011, -0.519, -0.017, -0.023, -0.020, 0.064, 0.091, 0.092, 0.088, 0.096, 0.089, 0.064, 0.078, 0.061, 0.060, 0.083, 0.084, 0.086, 0.071, 0.065, 0.063, 0.075, 0.084, 0.061, 0.068, 0.061, 0.077, 0.073, 0.101, 0.066, 0.123, 0.070, 0.091, 0.072, 0.082, 0.069, 0.072, 0.069, 0.064, 0.092, 0.036, 0.061, 0.094, 0.077, 0.071, 0.075, 0.062, 0.070, 0.091, 0.065, 0.074, 0.087, 0.086, 0.071, 0.084, 0.071, 0.091, 0.084, 0.060, 0.064, 0.087, 0.084, 0.094, 0.085, 0.085, 0.084, 0.070, 0.088, 0.084, 0.062, 0.097, 0.068, 0.036, 0.059, 0.084, 0.087, 0.077, 0.091, 0.081, 0.099, 0.052, 0.082, 0.076, 0.048, 0.063, 0.084, 0.102, 0.078, 0.090, 0.044, 0.084, 0.077, 0.062, 0.063, 0.071, 0.062, 0.033, 0.072, 0.075, 0.082, 0.087, 0.050, 0.100, 0.097, 0.039, 0.093, 0.100, 0.093, 0.076, 0.082, 0.090, 0.112, 0.034, 0.092, 0.065, 0.059, 0.061, 0.094, 0.091, 0.031, 0.073, 0.086, 0.060, 0.082, 0.089, 0.092, 0.067, 0.091, 0.069, 0.124, 0.088, 0.085, 0.066, 0.098, 0.063, 0.116, 0.122, 0.053, 0.063, 0.050, 0.081, 0.085, 0.050, 0.086, 0.074, 0.051, 0.074, 0.062, 0.061, 0.083, 0.088, 0.010, 0.091, 0.074, 0.090, 0.058, 0.060, 0.080, 0.096, 0.068, 0.079, 0.094, 0.068, 0.103, 0.075, 0.073, 0.065], "charge": 0, "homo_energy_ev": -4.969, "gap_ev": 4.74}